(1)
A structure of composition C2H3N3O. Source: the Open Molecules 2025 dataset; level of theory: ωB97M-V/def2-TZVPD.

Positions of all 9 atoms, in Å:
C: 0.5571 -0.0725 0.0617
C: -0.9525 1.0519 -0.2901
H: 2.5632 -0.0711 0.9358
H: -1.5338 1.8998 -0.6367
H: -0.4168 -1.8383 0.0675
N: 0.3608 1.0990 -0.3310
N: -1.5491 -0.1946 -0.1594
N: -0.5158 -0.8948 0.0588
O: 1.7111 -0.7417 0.5031

Atomic forces in eV per Å
4.8 -5.7 1.5
-5.5 -0.2 -2.2
-4.4 -2.7 -2.3
-0.2 -0.2 0.4
-0.3 -3.3 0.4
0.6 1.8 1.2
-2.1 5.0 -1.1
3.9 1.8 1.0
3.1 3.4 1.1

The value obtained for the molecular weight is 85.07 u. As for the total energy: -8638.1814 eV. The value obtained for the strongest force on any atom is 7.63 eV Å⁻¹. The total charge is 0. As for the energy above the lowest of the compared OMol25 structures with the same formula, charge and spin: 53.3 kcal/mol. The calculation puts the HOMO energy at -0.3295 Eh.

These are the Mulliken partial charges, in e, on atoms 1 to 5:
1 C 0.51
2 C -0.13
3 H 0.39
4 H 0.39
5 H 0.22

---

(2)
An isolated molecule of C2H3N3O. Source: the Open Molecules 2025 dataset; level of theory: ωB97M-V/def2-TZVPD.

Positions of all 9 atoms, in Å:
H: -1.5485 1.7193 -0.0090
N: -1.1235 0.8388 0.1569
C: -1.0910 -0.1895 -0.5000
O: -0.2828 -1.2296 0.1524
N: 0.9198 -0.7653 0.9119
C: 1.7717 -0.2209 0.0813
N: 2.3583 0.4086 -0.6875
H: -1.5845 -0.5980 -1.5242
H: 0.5805 0.0368 1.4182

Atomic forces in eV per Å
-0.7 0.3 -0.9
0.5 1.0 0.9
0.6 -2.3 -0.5
0.3 0.0 -1.2
-3.0 -1.1 0.6
1.2 1.5 -2.6
0.5 -0.5 0.2
1.2 0.9 2.6
-0.6 0.2 1.0

The value obtained for the molecular weight is 85.07 u. As for the SMILES: [H]/N=C/ONC#N. As for the total energy: -8636.4716 eV. The value obtained for the strongest force on any atom is 3.30 eV Å⁻¹. The total charge is 0. As for the energy above the lowest of the compared OMol25 structures with the same formula, charge and spin: 92.8 kcal/mol. The calculation puts the HOMO energy at -0.3947 Eh.

These are the Mulliken partial charges, in e, on atoms 1 to 5:
1 H 0.22
2 N -0.52
3 C 0.24
4 O -0.29
5 N -0.37